{
  "formula": "C21H30AsF30O6S3",
  "method": "ωB97M-V/def2-TZVPD",
  "spin_multiplicity": 2,
  "lumo_ev": [-2.04, -6.71],
  "energy_ha": -7695.7372,
  "elements": ["As", "F", "F", "F", "F", "F", "F", "C", "C", "C", "F", "F", "F", "F", "O", "C", "C", "F", "F", "F", "F", "H", "H", "H", "H", "C", "C", "C", "F", "F", "F", "F", "O", "C", "C", "F", "F", "F", "F", "H", "H", "H", "H", "C", "C", "C", "F", "F", "F", "F", "O", "C", "C", "F", "F", "F", "F", "H", "H", "H", "H", "C", "S", "O", "C", "H", "H", "H", "H", "H", "H", "C", "S", "O", "C", "H", "H", "H", "H", "H", "H", "C", "S", "O", "C", "H", "H", "H", "H", "H", "H"],
  "coordinates": [[-0.49160, -1.37401, 0.01059], [0.31649, -0.86401, -1.52513], [-2.03999, -1.09174, -0.77999], [-1.15717, -1.94905, 1.55536], [1.19508, -1.70223, 0.61414], [-0.53131, 0.43955, 0.50330], [-0.47689, -2.94858, -0.71098], [3.31220, -0.12559, -4.29786], [3.88837, -0.55537, -5.69125], [3.27854, -1.96509, -6.13775], [3.99925, -2.60972, -7.02195], [3.03823, -2.88037, -5.14224], [3.42787, 0.35014, -6.49697], [5.20062, -0.45103, -5.82411], [1.90695, -0.07679, -4.34662], [1.31952, 1.19385, -3.87752], [-0.21662, 1.30471, -3.92476], [-0.71249, 2.40833, -3.40585], [-0.78210, 1.09624, -5.13449], [1.67541, 1.34765, -2.58502], [1.81460, 2.20685, -4.59485], [3.86079, 0.74576, -3.94027], [3.59608, -0.96774, -3.66674], [2.29013, -1.78708, -6.56137], [-0.52036, 0.52681, -3.22424], [1.90808, 4.69571, 1.52403], [1.46605, 5.18752, 0.08795], [0.90538, 4.07024, -0.77131], [0.18949, 3.20195, -0.07626], [0.15252, 4.50176, -1.77208], [0.46204, 5.97195, 0.28990], [2.46155, 5.84715, -0.53688], [2.83392, 3.59695, 1.59464], [4.21841, 3.87142, 1.64635], [4.94129, 2.50622, 1.71240], [6.27706, 2.73535, 1.86310], [4.45444, 1.66114, 2.62808], [4.60290, 4.54435, 0.56070], [4.28515, 4.57810, 2.77229], [1.05732, 4.24305, 2.03336], [2.32722, 5.56567, 2.02960], [1.82426, 3.60782, -1.13174], [4.80895, 1.98994, 0.76159], [-0.52995, 1.96741, 4.30445], [0.85704, 1.47059, 4.62295], [1.52674, 0.61187, 3.53976], [1.86666, 1.33955, 2.51208], [2.67267, 0.00662, 4.03706], [1.64707, 2.57757, 5.05906], [0.75025, 0.77913, 5.75246], [-1.42629, 0.94087, 4.04738], [-2.73364, 1.22391, 3.45240], [-3.54439, 0.02024, 2.99311], [-3.57980, -0.89530, 3.99464], [-4.81817, 0.06750, 2.53456], [-3.49372, 1.93805, 4.33919], [-2.45558, 1.95770, 2.40845], [-0.39679, 2.64602, 3.46191], [-0.95349, 2.49307, 5.16025], [0.88613, -0.18516, 3.16233], [-2.88524, -0.40009, 2.23354], [-4.34901, -3.04384, 0.13835], [-3.74928, -4.75167, -0.25911], [-4.95622, -5.62863, 0.15705], [-4.01682, -4.42987, -2.06011], [-5.43581, -2.96068, 0.14479], [-3.84175, -2.30858, -0.48630], [-4.12399, -2.80325, 1.17738], [-3.79880, -3.43246, -2.44188], [-5.08498, -4.50806, -2.26265], [-3.36203, -5.11915, -2.59324], [-6.42327, 0.71583, -1.17561], [-5.16999, 1.28093, -2.41095], [-5.58661, 2.67276, -2.91301], [-3.89624, 1.75036, -1.16303], [-6.33678, -0.31981, -0.84690], [-7.40940, 0.86427, -1.61563], [-6.46518, 1.39880, -0.32713], [-3.22254, 2.49114, -1.59369], [-3.31802, 0.95861, -0.68669], [-4.48552, 2.19448, -0.36077], [1.92784, -4.55064, 1.83586], [1.69961, -6.25876, 2.42916], [2.05294, -6.97408, 1.12752], [3.13721, -6.37108, 3.44677], [2.05953, -3.84123, 2.65286], [1.05562, -4.34770, 1.21445], [2.78891, -4.56105, 1.16762], [3.22655, -7.37081, 3.87178], [3.23374, -5.67209, 4.27755], [4.09316, -6.28105, 2.93087]],
  "mulliken_charge": [2.30, -0.64, -0.47, -0.58, -0.51, -0.45, -0.50, -0.85, 0.88, 0.25, -0.27, -0.26, -0.30, -0.34, -0.40, 0.76, 0.56, -0.23, -0.30, -0.10, -0.29, 0.41, 0.45, 0.20, -0.13, -0.82, 0.91, 0.33, -0.16, -0.33, -0.33, -0.31, -0.16, 0.77, 0.22, -0.28, -0.16, -0.28, -0.29, 0.12, 0.45, 0.09, 0.18, -0.83, 1.09, 0.40, -0.07, -0.34, -0.34, -0.30, -0.42, 0.82, 0.94, -0.27, -0.27, -0.32, -0.26, 0.17, 0.40, -0.04, -0.34, -0.81, 0.58, -0.68, -0.93, 0.53, -0.02, 0.32, 0.25, 0.37, 0.33, -0.79, 0.70, -0.26, -0.72, 0.29, 0.40, 0.34, 0.41, 0.16, 0.45, -0.74, 0.49, -0.64, -0.97, 0.36, 0.08, 0.37, 0.33, 0.35, 0.33]
}